[1]
# C3H2F2O

A cluster of 2 separate species, C3H2F2O in total (ωB97M-V with the def2-TZVPD basis set, OMol25).

Geometry as XYZ:
```
8
Properties=species:S:1:pos:R:3:nbo_charge:R:1
C -0.4844 -1.7691 -1.9444 -0.48
C -0.3789 -0.6699 -1.5087 0.06
C 0.5997 0.9795 0.9354 0.95
O -0.6617 1.4537 0.8406 -0.66
F 0.7925 -0.0067 1.7347 -0.30
F 1.5019 1.9916 1.1169 -0.32
H -0.1988 -2.7304 -2.4943 0.26
H -1.1703 0.7512 1.3198 0.50
```

- Multiplicity: 1
- E_HOMO (alpha / beta): -10.95 / -9.03 eV
- Energy relative to the best compared isomer or geometry (same formula, charge and spin): 650.1 kJ/mol
- E_LUMO (alpha / beta): -0.434 / -2.645 eV
- DFT total energy: -10618.2381 eV
- Frontier orbital gap (alpha / beta): 0.386 / 0.235 hartree

=====

[2]
# C4H8O

The molecule C4H8O (ωB97M-V with the def2-TZVPD basis set, OMol25).

Geometry as XYZ:
```
13
Properties=species:S:1:pos:R:3:nbo_charge:R:1
C 1.2816 0.4905 -0.3436 -0.64
C -0.1010 0.0345 0.1393 0.20
C -1.1712 0.0446 -0.9253 -0.62
C -0.0814 -0.7530 1.3801 -0.11
O -0.7894 0.4772 1.3215 -0.50
H 1.4046 0.1214 -1.3705 0.22
H 1.4493 1.5699 -0.3708 0.22
H 2.0953 0.0100 0.2173 0.21
H -2.0837 -0.4189 -0.5439 0.22
H -0.8846 -0.3638 -1.8959 0.21
H -1.3863 1.1151 -1.0624 0.22
H -0.5368 -1.7422 1.4980 0.18
H 0.8037 -0.5563 1.9897 0.18
```

- Multiplicity: 1
- E_HOMO: -9.93 eV
- Energy relative to the best compared isomer or geometry (same formula, charge and spin): 161.9 kJ/mol
- SMILES: CC1(C)CO1
- E_LUMO: 1.035 eV
- DFT total energy: -6323.4900 eV
- Frontier orbital gap: 0.403 hartree